1.
C3H6FNS | ωB97M-V/def2-TZVPD

The geometry in XYZ format:
```
12
Properties=species:S:1:pos:R:3:forces:R:3
C 0.3380 0.1448 -1.5653 1.322 1.161 -4.160
C -0.6355 0.5422 -0.5647 0.161 2.083 2.230
C 0.0775 0.1379 0.7084 -1.896 -0.492 0.209
H -0.0336 -1.0028 -1.8591 1.639 3.191 0.170
H 0.1539 1.1913 -2.5470 0.749 -3.811 2.560
H 1.4967 0.2479 -1.1608 -3.049 -0.527 -1.533
H -1.5801 0.1156 -0.7097 -1.257 -0.848 0.029
H 1.1391 0.5097 0.5942 -0.906 -0.530 1.382
H -0.1638 -2.1055 3.3386 1.443 1.586 -0.761
N -0.4923 -0.6822 1.5482 2.469 1.974 -1.421
F -0.9708 1.9798 -0.5247 1.065 -1.616 -0.143
S 0.6709 -1.0786 2.7421 -1.741 -2.170 1.437
```
Positions in Å, forces in eV/Å.

Kohn-Sham gap (Ha): 0.3517
Highest occupied orbital energy (eV): -9.14
E_LUMO (eV): 0.432

So, what does the natural (NBO) scheme give us? The charges, in e, come out as: C -0.64; C 0.09; C 0.05; H 0.26; H 0.24; H 0.22; H 0.20; H 0.17; H 0.14; N -0.50; F -0.39; S 0.15


2.
HN3O3 | ωB97M-V/def2-TZVPD

The geometry in XYZ format:
```
7
Properties=species:S:1:pos:R:3:forces:R:3
N -0.8335 -0.3385 -0.0800 0.733 0.746 -0.861
N 0.3389 -1.0923 -0.1893 2.467 0.953 1.128
N -0.5154 0.8363 0.3616 0.429 0.003 0.650
O 0.6450 -1.9735 -1.2286 -1.287 -0.019 -0.553
O 0.6965 1.1884 0.7283 -0.123 -0.611 -0.638
O -1.4060 1.7123 0.6161 -1.499 0.253 -0.036
H 1.0746 -0.3328 -0.2082 -0.721 -1.325 0.310
```
Positions in Å, forces in eV/Å.

Kohn-Sham gap (spin up / spin down) (Ha): 0.1803 / 0.1803
Net charge: -2
Highest occupied orbital energy (spin up / spin down) (eV): 2.94 / 2.94
E_LUMO (spin up / spin down) (eV): 7.850 / 7.850
Structure (SMILES): [O-]NN=[N+]([O-])[O-]

So, what does the natural (NBO) scheme give us? The charges, in e, come out as: N -0.22; N -0.28; N 0.47; O -0.89; O -0.71; O -0.70; H 0.33


3.
C35H37BCdN12Si | ωB97M-V/def2-TZVPD

The geometry in XYZ format:
```
87
Properties=species:S:1:pos:R:3:forces:R:3
Cd 0.4302 0.2270 -0.7304 -0.238 -0.376 -0.091
C 4.8309 0.1812 -0.6476 -0.110 0.090 0.052
C 3.6749 -0.1161 -1.3622 0.132 0.121 0.039
N 2.6371 0.5206 -0.8354 0.109 -0.372 -0.439
N 3.0859 1.2344 0.2073 0.228 0.183 0.249
C 4.4093 1.0461 0.3408 0.095 -0.217 -0.129
B 2.2209 2.2298 1.0359 -0.141 -0.225 -0.417
N 1.3760 1.4003 2.0415 0.183 0.141 0.421
C 1.2303 1.4196 3.3750 -0.178 -0.142 0.067
C 0.2726 0.4878 3.7269 0.020 0.022 -0.077
C -0.1265 -0.0725 2.5162 0.065 0.075 0.126
N 0.5457 0.4857 1.5153 -0.141 -0.188 0.057
N 1.2188 2.9696 0.1038 0.209 0.369 0.136
C 0.9463 4.2842 0.0892 -0.267 0.094 -0.125
C 0.0631 4.5369 -0.9405 0.016 -0.056 0.110
C -0.1610 3.2916 -1.5204 0.097 0.125 0.061
N 0.5394 2.3654 -0.8810 -0.314 0.479 -0.430
N 3.1645 3.2603 1.5930 0.073 0.236 0.341
C 3.6833 3.6088 2.7979 0.178 0.129 0.193
C 4.6082 4.6021 2.5916 -0.089 -0.152 0.129
C 4.6045 4.7983 1.2022 -0.134 -0.138 0.243
N 3.7441 3.9960 0.6216 0.110 0.089 -0.721
H 5.8236 -0.1734 -0.8299 0.205 -0.037 -0.026
H 3.5576 -0.7363 -2.2321 -0.079 -0.156 -0.043
H 4.9689 1.5307 1.1161 0.074 0.181 0.095
H 1.7954 2.0758 4.0020 0.058 0.144 0.065
H -0.0841 0.2447 4.7065 -0.011 -0.005 0.201
H -0.8501 -0.8505 2.3289 0.013 -0.066 -0.068
H 1.3860 4.9598 0.7944 0.147 0.063 0.081
H -0.3458 5.4799 -1.2370 -0.051 0.205 -0.031
H -0.7653 3.0251 -2.3696 -0.108 -0.045 -0.040
H 3.4003 3.1466 3.7211 -0.075 -0.097 0.105
H 5.1973 5.1146 3.3242 0.085 0.035 0.194
H 5.1851 5.4821 0.6167 0.120 0.158 -0.158
C -5.7382 3.3833 -0.5074 -0.086 -0.135 0.211
C -5.6080 2.5074 0.7358 0.197 -0.035 -0.159
C -4.5581 3.0656 1.6955 -0.273 -0.070 -0.066
C -5.3231 1.0409 0.3505 -1.023 0.417 0.473
N -4.0060 0.8340 -0.1828 1.497 -0.117 0.444
C -2.8144 0.8025 0.4414 -0.129 -0.106 -0.209
N -1.8936 0.5584 -0.4645 -0.229 0.005 0.560
N -2.5313 0.4526 -1.6300 0.338 -0.179 -0.751
N -3.7755 0.6129 -1.4706 -1.067 0.016 -0.743
H -5.9154 4.4169 -0.2188 0.020 0.080 -0.033
H -6.5752 3.0552 -1.1194 -0.033 0.000 -0.133
H -4.8317 3.3434 -1.1091 0.090 0.047 -0.086
H -6.5727 2.4915 1.2527 0.050 -0.075 -0.026
H -3.5993 3.2018 1.1962 0.083 0.058 -0.002
H -4.4259 2.4168 2.5598 0.078 -0.061 0.126
H -4.8788 4.0367 2.0633 0.025 0.093 0.017
H -6.0335 0.7198 -0.4153 0.182 -0.072 0.087
H -5.4374 0.4029 1.2298 0.053 -0.040 -0.104
H -2.6392 0.9505 1.4866 -0.055 -0.002 0.220
C -0.4823 -3.6636 -5.5253 -0.013 0.014 0.050
C 0.2712 -2.5291 -5.2673 0.044 0.066 -0.105
C 0.4726 -2.1121 -3.9640 0.122 0.107 0.118
C -0.0663 -2.8333 -2.8986 0.141 0.418 0.790
C -0.8266 -3.9683 -3.1745 -0.031 0.011 0.225
C -1.0329 -4.3818 -4.4773 -0.024 -0.099 -0.046
Si 0.2739 -2.3477 -1.0947 0.027 -1.644 0.005
C 2.0044 -2.8569 -0.4779 -0.703 0.435 -0.245
C 2.5516 -2.3155 0.6867 -0.166 -0.021 0.149
C 3.7946 -2.7192 1.1367 -0.043 0.012 0.091
C 4.5098 -3.6709 0.4275 -0.007 0.001 -0.003
C 3.9852 -4.2073 -0.7353 0.085 -0.088 -0.019
C 2.7466 -3.7946 -1.1915 -0.217 0.032 -0.163
C -1.0681 -2.9724 0.1122 0.583 0.513 -0.537
C -0.6934 -3.5950 1.3032 0.190 0.034 -0.106
C -1.6453 -4.0724 2.1849 -0.071 -0.018 0.109
C -2.9923 -3.9432 1.8886 0.005 0.015 -0.032
C -3.3809 -3.3274 0.7079 -0.131 0.099 -0.006
C -2.4295 -2.8271 -0.1635 0.039 -0.008 -0.188
H -0.6442 -3.9857 -6.5414 -0.005 -0.030 -0.134
H 0.6986 -1.9724 -6.0877 0.035 0.074 -0.047
H 1.0575 -1.2177 -3.7705 0.015 -0.012 -0.056
H -1.2477 -4.5342 -2.3577 -0.120 -0.127 0.083
H -1.6184 -5.2681 -4.6713 -0.044 -0.062 -0.031
H 1.9956 -1.5778 1.2537 0.038 0.038 0.027
H 4.2058 -2.2977 2.0422 0.021 0.047 0.063
H 5.4724 -3.9963 0.7855 0.169 -0.044 0.038
H 4.5336 -4.9569 -1.2841 0.086 -0.061 -0.067
H 2.3409 -4.2134 -2.1007 -0.001 -0.081 -0.142
H 0.3551 -3.7259 1.5236 0.125 -0.021 0.101
H -1.3348 -4.5479 3.1010 0.039 -0.108 0.119
H -3.7410 -4.3290 2.5644 -0.035 -0.032 0.073
H -4.4314 -3.2396 0.4713 -0.082 0.015 -0.050
H -2.7403 -2.3517 -1.0857 -0.069 0.038 -0.062
```
Positions in Å, forces in eV/Å.

Kohn-Sham gap (spin up / spin down) (Ha): 0.3284 / 0.2262
Net charge: +1
Highest occupied orbital energy (spin up / spin down) (eV): -10.74 / -11.27
E_LUMO (spin up / spin down) (eV): -1.807 / -5.113
Spin multiplicity: 2

So, what does the Mulliken scheme give us? The charges, in e, come out as: Cd 1.76; C -1.33; C -0.30; N -0.89; N 1.27; C -0.13; B -0.01; N 1.02; C 0.38; C -1.89; C -0.62; N -0.47; N 1.05; C -0.04; C -1.28; C -0.39; N -0.93; N 0.50; C -0.26; C -0.81; C -0.50; N -1.01; H 0.47; H 0.43; H 0.47; H 0.34; H 0.50; H 0.57; H 0.49; H 0.47; H 0.47; H 0.35; H 0.45; H 0.49; C -1.39; C 0.76; C -1.44; C -1.27; N 0.90; C -1.27; N 0.48; N -0.43; N -0.62; H 0.41; H 0.39; H 0.27; H 0.31; H 0.32; H 0.34; H 0.43; H 0.39; H 0.41; H 0.89; C -0.48; C -0.67; C -0.28; C 0.46; C -0.23; C -0.73; Si 0.51; C 0.55; C -0.20; C -0.79; C -0.71; C -0.68; C -0.74; C 0.74; C -0.41; C -0.66; C -0.58; C -0.78; C -0.44; H 0.39; H 0.42; H 0.25; H 0.43; H 0.41; H 0.48; H 0.47; H 0.42; H 0.43; H 0.45; H 0.43; H 0.47; H 0.43; H 0.49; H 0.63


4.
C3H2N2S | ωB97M-V/def2-TZVPD

The geometry in XYZ format:
```
8
Properties=species:S:1:pos:R:3:forces:R:3
C -1.5670 0.0241 -0.4097 -0.024 -0.419 0.332
C -1.3674 -0.8406 0.3895 -0.092 0.227 -0.233
C 1.3265 1.0767 0.0416 -0.884 1.460 0.422
N 0.9070 2.1498 0.1947 -0.062 0.255 0.054
N 1.8628 -0.0373 -0.2062 1.176 -1.995 -0.560
S 1.7758 -1.5634 -0.0031 -0.038 0.328 0.058
H -1.7629 0.7831 -1.1037 -0.098 0.539 -0.449
H -1.1749 -1.5923 1.0969 0.023 -0.394 0.376
```
Positions in Å, forces in eV/Å.

Kohn-Sham gap (spin up / spin down) (Ha): 0.2513 / 0.2510
Highest occupied orbital energy (spin up / spin down) (eV): -9.35 / -9.33
E_LUMO (spin up / spin down) (eV): -2.511 / -2.495
Structure (SMILES): N#CN=S.C#C

So, what does the natural (NBO) scheme give us? The charges, in e, come out as: C -0.22; C -0.26; C 0.38; N -0.30; N -0.61; S 0.53; H 0.24; H 0.23


5.
C4H12BrO2S2 | ωB97M-V/def2-TZVPD

The geometry in XYZ format:
```
21
Properties=species:S:1:pos:R:3:forces:R:3
Br -2.3705 0.2873 1.4887 0.156 -0.136 -0.173
C -0.1435 -3.4927 2.3157 -0.919 3.707 -0.841
S 0.8535 -2.1157 2.8047 3.850 1.221 2.695
O 2.3135 -2.5247 3.3507 -3.500 -0.087 -1.303
C 1.1645 -1.3537 1.2627 -0.287 4.891 3.221
H -0.9745 -3.2787 1.6637 -1.087 0.997 0.866
H -0.2725 -3.9897 3.1687 -1.131 -2.262 3.117
H 0.3595 -3.9707 1.6397 3.740 -3.624 -3.396
H 0.1435 -1.1477 1.0467 -0.801 0.778 -1.404
H 1.7335 -1.8757 0.6487 2.088 -2.958 -3.005
H 1.8175 -0.3257 1.4087 -2.067 -2.482 0.085
C -0.5535 1.6333 -3.2333 -3.539 1.067 2.143
S 0.5315 2.3483 -2.0063 1.501 1.189 0.750
O 1.1155 3.6433 -2.5443 -0.250 -1.000 -0.351
C -0.6505 2.9463 -0.7953 0.656 -6.629 1.234
H -1.3595 2.3623 -3.5133 0.963 -0.401 -0.154
H -1.1195 0.7503 -2.8803 0.461 0.396 0.540
H -0.0035 1.2683 -4.0033 1.829 -0.473 -2.524
H -0.2115 3.1383 0.1837 0.083 -0.064 -0.343
H -1.3165 1.9813 -0.7503 0.559 2.095 0.664
H -1.0575 3.7153 -1.2553 -2.305 3.776 -1.826
```
Positions in Å, forces in eV/Å.

Kohn-Sham gap (Ha): 0.2719
Net charge: -1
Highest occupied orbital energy (eV): -4.43
E_LUMO (eV): 2.969

So, what does the natural (NBO) scheme give us? The charges, in e, come out as: Br -0.98; C -0.81; S 1.19; O -0.99; C -0.82; H 0.26; H 0.22; H 0.21; H 0.27; H 0.21; H 0.24; C -0.84; S 1.21; O -1.01; C -0.79; H 0.22; H 0.25; H 0.22; H 0.25; H 0.27; H 0.21


6.
C2H7N5 | ωB97M-V/def2-TZVPD

The geometry in XYZ format:
```
14
Properties=species:S:1:pos:R:3:forces:R:3
C -0.8079 -1.4059 -0.2203 -1.466 1.669 -0.910
C 1.1999 -0.4147 0.4597 0.457 -0.143 -0.020
N -1.7997 -0.5646 0.5490 -1.216 -2.326 -0.169
N -1.5858 0.6205 0.3716 -2.350 1.091 2.313
N 0.2072 -0.3463 -0.6054 -0.156 -1.396 -0.076
N -0.5787 0.8830 -0.3422 1.863 -1.719 -2.466
N -0.0658 2.1132 -0.3667 3.769 1.819 -0.498
H -0.6198 -2.2084 0.5005 1.228 0.229 -0.386
H -1.2907 -1.8788 -1.1275 0.407 0.765 0.865
H 0.5907 -0.2452 1.3668 1.253 -0.171 0.397
H 1.6988 -1.4014 0.3996 -0.532 0.427 0.355
H 2.0202 0.2907 0.2813 -0.351 0.214 0.355
H 0.9391 2.1511 0.0917 -2.630 -0.125 -0.863
H 0.0926 2.4068 -1.3581 -0.276 -0.332 1.103
```
Positions in Å, forces in eV/Å.

Kohn-Sham gap (Ha): 0.3547
Highest occupied orbital energy (eV): -8.79
E_LUMO (eV): 0.864
Structure (SMILES): CN1CN=NN1N

So, what does the natural (NBO) scheme give us? The charges, in e, come out as: C -0.16; C -0.45; N -0.26; N 0.04; N -0.30; N 0.00; N -0.60; H 0.21; H 0.20; H 0.19; H 0.22; H 0.20; H 0.34; H 0.36


7.
C6H14P2 | ωB97M-V/def2-TZVPD

The geometry in XYZ format:
```
22
Properties=species:S:1:pos:R:3:forces:R:3
C 2.3123 -0.7113 -0.5228 -1.152 -2.405 0.339
C 2.3798 0.5155 -0.0504 1.766 0.129 -0.562
C 2.3704 1.6003 -1.1228 -0.448 2.173 1.737
C 2.6273 0.6716 1.4657 0.600 0.174 -1.257
C -2.9753 -2.1230 -0.7410 1.614 -0.054 -0.669
C -2.8529 0.4614 1.0813 -2.259 0.401 -0.535
P -2.5893 -0.6007 -1.8205 0.243 -1.026 0.151
P -2.5072 1.0237 -0.6765 -0.274 0.478 0.481
H 1.9829 -0.9486 -1.5619 0.682 0.282 0.840
H 2.3531 -1.5794 0.1980 -0.028 0.841 -1.004
H 3.0766 1.6770 -1.9617 0.310 -0.928 0.635
H 2.4975 2.5853 -0.5742 -0.556 -0.766 -0.884
H 1.3937 1.5279 -1.5860 -0.326 0.525 -0.099
H 3.3181 1.4427 1.8133 0.481 -0.049 -0.664
H 3.0132 -0.3138 1.7553 -0.414 0.433 0.547
H 1.7414 0.9909 1.9719 -0.963 -0.416 0.375
H -3.1622 -1.9139 0.3000 0.416 -0.041 0.323
H -2.2033 -2.9718 -0.9097 -1.379 1.505 0.299
H -3.9271 -2.3884 -1.1283 -0.861 -0.821 -0.544
H -2.1436 -0.3487 1.1823 -0.027 -0.116 0.867
H -3.9859 0.0684 1.1097 2.636 0.846 0.211
H -2.7193 1.3350 1.7785 -0.059 -1.166 -0.588
```
Positions in Å, forces in eV/Å.

Kohn-Sham gap (Ha): 0.3221
Highest occupied orbital energy (eV): -9.03
E_LUMO (eV): -0.266

So, what does the natural (NBO) scheme give us? The charges, in e, come out as: C -0.41; C 0.02; C -0.66; C -0.64; C -0.94; C -0.96; P 0.23; P 0.25; H 0.20; H 0.18; H 0.23; H 0.20; H 0.23; H 0.21; H 0.22; H 0.22; H 0.22; H 0.25; H 0.23; H 0.23; H 0.24; H 0.24


8.
C22H27Cl2INO2PdSi | ωB97M-V/def2-TZVPD

The geometry in XYZ format:
```
57
Properties=species:S:1:pos:R:3:forces:R:3
Pd 0.6206 0.4494 2.4283 0.441 -0.423 -0.091
C -1.2820 -0.3032 2.3660 0.187 0.310 -0.046
Si -1.4416 -0.3123 0.4944 -0.118 0.604 -0.114
C -0.1264 1.7953 -1.0854 0.168 -0.107 -0.060
N 0.5835 3.0542 -0.8727 -0.307 0.171 0.114
C 0.7257 3.8871 -2.0506 0.119 -0.054 -0.064
C 1.7790 3.3637 -3.0521 -0.030 -0.023 -0.012
C 2.8382 2.5320 -2.3196 0.015 0.010 0.002
C 3.0821 3.1141 -0.9312 -0.011 -0.045 0.012
C 1.8059 2.9548 -0.0862 0.042 -0.014 -0.004
C 0.0599 -1.4549 0.1997 0.180 -0.132 0.488
C 0.8772 -1.0137 1.1542 -0.220 -0.360 -0.036
C 2.9130 -4.1318 0.6486 0.392 -0.501 -0.115
C 2.0113 -4.2530 -0.2755 -0.440 0.389 0.077
C 0.8127 -3.6975 -0.8936 -0.079 -0.136 -0.199
C 0.0578 -2.6060 -0.7053 -0.004 0.263 -0.208
C -3.0789 -0.9351 -0.1561 0.069 -0.281 0.058
C -3.4146 -2.2794 0.0226 -0.020 0.005 0.044
C -4.6226 -2.7882 -0.4307 -0.005 -0.002 -0.001
C -5.5265 -1.9504 -1.0675 0.004 0.000 0.001
C -5.2135 -0.6111 -1.2501 -0.006 -0.001 0.006
C -4.0001 -0.1118 -0.8023 0.021 -0.004 -0.052
H -1.3252 -1.2687 2.8681 -0.037 -0.005 0.004
H -1.8433 0.4536 2.9263 -0.083 -0.036 -0.021
H -0.6299 1.8191 -2.0496 -0.043 0.000 0.033
H 0.5775 0.9578 -1.1650 0.020 0.014 -0.034
H 0.9920 4.8982 -1.7224 0.039 -0.017 0.017
H -0.2488 3.9646 -2.5345 -0.004 0.037 0.014
H 2.2530 4.2136 -3.5541 -0.008 -0.003 -0.014
H 1.3019 2.7571 -3.8241 -0.008 -0.012 0.015
H 3.7618 2.4895 -2.9001 0.004 0.011 0.004
H 2.4870 1.5018 -2.2165 0.009 -0.004 -0.016
H 3.3520 4.1720 -1.0192 -0.007 0.002 -0.013
H 3.9143 2.6162 -0.4283 0.006 0.017 0.012
H 1.8054 3.6877 0.7326 0.012 0.005 -0.015
H 1.8254 1.9622 0.3781 -0.025 0.013 0.021
H 1.3039 -0.9310 4.1770 0.006 -0.063 0.162
H 0.9319 -2.9642 4.6954 0.089 0.052 0.047
H 2.3377 -5.2196 -0.6983 0.197 -0.057 0.109
H 0.4560 -4.3194 -1.7072 0.015 0.022 -0.007
H -0.7440 -2.5179 -1.4320 -0.031 -0.053 0.022
H -2.7152 -2.9493 0.5142 0.003 0.000 -0.001
H -4.8547 -3.8374 -0.2948 -0.001 0.000 0.000
H -6.4677 -2.3431 -1.4324 0.000 0.000 0.001
H -5.9071 0.0423 -1.7646 0.002 -0.001 -0.001
H -3.7580 0.9253 -0.9958 0.007 -0.006 -0.001
Cl 2.3620 -2.0160 1.7788 -0.672 0.036 -0.016
C 3.7791 -1.1350 1.9363 0.915 -0.492 0.335
Cl 3.4510 0.3861 2.7390 -0.313 0.485 0.051
C 0.9579 -2.2394 5.5289 -0.374 -0.320 -0.057
O 0.7178 -2.5390 6.6618 0.164 0.048 -0.044
O 1.2351 -0.9934 5.1516 0.104 0.236 0.023
H 4.3423 -1.0733 1.0179 -0.339 0.471 -0.263
I -1.1543 -0.6972 -3.5235 -0.049 0.003 -0.062
C -1.1320 1.4998 0.0340 0.025 0.004 -0.034
H -0.7446 1.9837 0.9410 -0.034 -0.056 0.009
H -2.0810 2.0111 -0.1541 0.010 0.000 -0.077
```
Positions in Å, forces in eV/Å.

Kohn-Sham gap (Ha): 0.2100
Net charge: -1
Highest occupied orbital energy (eV): -4.36
E_LUMO (eV): 1.354

So, what does the natural (NBO) scheme give us? The charges, in e, come out as: Pd 0.49; C -1.04; Si 1.70; C -0.22; N -0.48; C -0.21; C -0.43; C -0.40; C -0.42; C -0.21; C -0.54; C -0.19; C 0.12; C -0.58; C -0.21; C -0.19; C -0.42; C -0.22; C -0.21; C -0.21; C -0.22; C -0.18; H 0.22; H 0.22; H 0.24; H 0.18; H 0.18; H 0.21; H 0.19; H 0.22; H 0.20; H 0.21; H 0.19; H 0.21; H 0.17; H 0.19; H 0.49; H 0.09; H 0.30; H 0.22; H 0.27; H 0.20; H 0.20; H 0.20; H 0.21; H 0.21; Cl 0.50; C -0.66; Cl -0.04; C 0.65; O -0.57; O -0.68; H 0.21; I -0.92; C -0.89; H 0.21; H 0.23